Below is 2 unconnected molecules or ions with the total composition C19H27BNO3, with properties calculated with ωB97M-V with the def2-TZVPD basis set.

Positions of all 51 atoms, in Å:
1 C -5.83330 0.78746 0.17983
2 C -4.88810 -0.18990 -0.32417
3 C -5.01734 -1.50629 -0.67572
4 C -3.69746 -1.98533 -0.93839
5 C -2.82068 -0.94025 -0.72556
6 B -1.22276 -0.80181 -0.63540
7 O -0.70447 0.35875 -1.33213
8 C -0.77309 1.51569 -0.49065
9 C -0.81086 1.08888 0.97408
10 N -0.87469 -0.40540 0.96831
11 C -1.73187 -0.97617 2.02605
12 C 0.48139 -1.01835 1.06687
13 C 0.40821 -2.28460 0.22604
14 O -0.49802 -2.04653 -0.86981
15 O -3.56438 0.16443 -0.37162
16 H -6.82734 0.32854 0.19760
17 H -5.58129 1.11120 1.19783
18 H -5.86678 1.67961 -0.45929
19 H -5.93917 -2.07161 -0.73441
20 H -3.43579 -2.99589 -1.24271
21 H 0.11867 2.13280 -0.68908
22 H -1.67930 2.10994 -0.72533
23 H 0.09824 1.41303 1.50576
24 H -1.69073 1.50448 1.47151
25 H -1.12930 -1.10003 2.93838
26 H -2.56173 -0.30050 2.25261
27 H -2.11696 -1.94983 1.70510
28 H 1.22241 -0.31594 0.65124
29 H 0.75791 -1.22464 2.10611
30 H 1.41007 -2.51755 -0.18235
31 H 0.05870 -3.13964 0.83604
32 C 2.38015 1.78908 -2.45803
33 C 2.59029 0.56269 -1.65263
34 C 2.31351 -0.74103 -2.28342
35 C 3.21693 0.65599 -0.39012
36 C 3.57180 -0.49514 0.39558
37 C 4.18680 -0.35816 1.63437
38 C 4.52735 0.91499 2.11263
39 C 4.14487 2.05917 1.40332
40 C 3.51964 1.93759 0.17328
41 H 1.72672 2.53253 -1.98392
42 H 3.33514 2.30053 -2.64626
43 H 1.94200 1.52211 -3.42406
44 H 1.41055 -1.23658 -1.89713
45 H 2.14732 -0.58395 -3.35972
46 H 3.15632 -1.43841 -2.15857
47 H 3.36868 -1.49481 -0.00379
48 H 4.41775 -1.25927 2.21413
49 H 5.11830 1.01065 3.02313
50 H 4.34496 3.06072 1.80019
51 H 3.29071 2.83677 -0.40574

The total energy comes out at -28444.2811 eV. As for the multiplicity: 1. The calculation puts the largest force on an atom at 0.036 Eh/bohr. The value obtained for the relative energy (zero: lowest compared OMol25 entry of this formula, charge and spin) is 0.573 eV. The net charge is +1. The HOMO-LUMO gap is 4.009 eV.